1.
{
  "formula": "C27H44BCaN6OP2S",
  "method": "wB97M-V/def2-TZVPD",
  "homo_energy_ev": -10.81,
  "total_charge": 1,
  "energy_ha": -3242.428387,
  "multiplicity": 1,
  "lumo_ha": -0.072,
  "homo_lumo_gap_ev": 8.85,
  "elements": ["Ca", "C", "C", "C", "C", "C", "N", "N", "B", "N", "N", "C", "C", "C", "C", "C", "N", "N", "C", "C", "C", "C", "C", "H", "H", "H", "H", "H", "H", "H", "H", "H", "H", "H", "H", "H", "H", "H", "H", "H", "H", "H", "H", "H", "H", "C", "P", "C", "C", "C", "C", "C", "C", "C", "P", "C", "C", "H", "H", "H", "H", "H", "H", "H", "H", "H", "H", "H", "H", "H", "H", "H", "H", "C", "S", "C", "O", "H", "H", "H", "H", "H", "H"],
  "xyz": [[0.133, 0.142, -0.046], [-2.749, -2.653, -0.695], [-3.067, -1.433, 0.106], [-4.296, -1.020, 0.639], [-4.010, 0.092, 1.406], [-4.951, 0.923, 2.213], [-2.681, 0.323, 1.314], [-2.105, -0.605, 0.497], [-1.855, 1.272, 2.224], [-1.303, 2.498, 1.449], [-0.530, 2.381, 0.336], [-0.288, 3.610, -0.110], [0.561, 3.843, -1.318], [-0.921, 4.543, 0.716], [-1.556, 3.800, 1.695], [-2.382, 4.301, 2.833], [-0.747, 0.454, 2.956], [0.082, -0.426, 2.321], [0.689, -1.141, 3.261], [1.623, -2.254, 2.911], [0.273, -0.711, 4.529], [-0.642, 0.296, 4.295], [-1.414, 1.081, 5.304], [-3.589, -2.945, -1.324], [-2.528, -3.491, -0.032], [-1.877, -2.487, -1.329], [-5.260, -1.483, 0.504], [-5.972, 0.613, 2.002], [-4.856, 1.983, 1.975], [-4.771, 0.805, 3.282], [-2.585, 1.703, 3.064], [0.723, 2.905, -1.852], [1.534, 4.249, -1.036], [0.090, 4.554, -1.997], [-0.924, 5.616, 0.618], [-2.409, 5.388, 2.802], [-1.970, 3.995, 3.794], [-3.406, 3.930, 2.782], [1.815, -2.274, 1.838], [1.190, -3.214, 3.194], [2.575, -2.158, 3.434], [0.575, -1.098, 5.489], [-1.054, 0.832, 6.300], [-2.478, 0.850, 5.256], [-1.301, 2.154, 5.155], [-2.770, -0.789, -3.494], [-1.450, 0.277, -2.803], [-2.397, 1.837, -2.608], [-0.428, 0.626, -4.295], [-1.030, 0.941, -5.515], [-0.272, 1.162, -6.652], [1.113, 1.069, -6.588], [1.725, 0.773, -5.384], [0.971, 0.552, -4.229], [1.813, 0.233, -2.632], [2.654, -1.367, -2.954], [3.229, 1.400, -2.710], [-3.266, -0.329, -4.348], [-3.508, -0.953, -2.709], [-2.361, -1.753, -3.796], [-2.909, 2.120, -3.528], [-1.733, 2.644, -2.301], [-3.133, 1.687, -1.815], [-2.108, 1.017, -5.585], [-0.758, 1.404, -7.588], [1.712, 1.233, -7.474], [2.807, 0.716, -5.343], [3.251, -1.334, -3.867], [1.912, -2.159, -3.048], [3.305, -1.600, -2.109], [4.010, 1.064, -3.392], [3.644, 1.496, -1.708], [2.877, 2.381, -3.029], [3.163, 1.337, 2.873], [3.520, 0.224, 1.519], [4.961, 1.076, 0.896], [2.436, 0.474, 0.498], [3.039, 2.342, 2.471], [3.984, 1.293, 3.588], [2.240, 0.993, 3.339], [5.742, 1.042, 1.655], [4.689, 2.106, 0.661], [5.293, 0.551, 0.002]],
  "lowdin_charge": [1.189, -0.043, -0.363, 0.022, -0.267, -0.013, 0.019, -0.036, -0.499, 0.017, -0.026, -0.354, -0.029, 0.024, -0.260, -0.009, 0.025, -0.023, -0.370, -0.040, 0.013, -0.268, -0.012, 0.081, 0.085, 0.052, 0.114, 0.085, 0.079, 0.084, 0.105, 0.038, 0.086, 0.088, 0.115, 0.086, 0.075, 0.078, 0.060, 0.086, 0.076, 0.116, 0.085, 0.086, 0.074, -0.273, 0.857, -0.250, -0.387, -0.090, -0.062, -0.063, -0.093, -0.398, 0.832, -0.262, -0.262, 0.038, 0.029, 0.050, 0.046, 0.016, 0.045, 0.097, 0.112, 0.111, 0.100, 0.044, 0.042, 0.037, 0.045, 0.006, 0.045, -0.216, 0.864, -0.247, -0.710, 0.071, 0.070, 0.037, 0.066, 0.067, 0.055]
}

2.
{
  "formula": "C27H44BrIrNOP2",
  "method": "wB97M-V/def2-TZVPD",
  "de_lowest_kcal_mol": 0.00,
  "homo_energy_ev": [-19.24, -20.57],
  "total_charge": 4,
  "energy_ha": -4544.378847,
  "multiplicity": 6,
  "lumo_ha": [-0.444, -0.537],
  "homo_lumo_gap_ev": [7.17, 5.95],
  "elements": ["C", "C", "C", "C", "N", "C", "C", "C", "C", "C", "C", "C", "C", "C", "Ir", "P", "H", "H", "H", "H", "H", "H", "H", "H", "C", "C", "H", "H", "H", "H", "H", "C", "C", "H", "H", "H", "H", "H", "C", "C", "H", "H", "H", "H", "H", "Br", "P", "C", "C", "H", "H", "H", "H", "H", "C", "C", "H", "H", "H", "H", "H", "C", "C", "H", "H", "H", "H", "H", "C", "C", "O", "H", "H", "H", "H", "H", "H"],
  "xyz": [[-3.980, -1.949, -2.732], [-4.089, -0.881, -1.800], [-5.355, -0.356, -1.499], [-6.459, -0.867, -2.183], [-6.346, -1.841, -3.082], [-5.160, -2.390, -3.348], [-2.915, -0.228, -1.277], [-1.621, -0.176, -1.595], [-0.524, -0.519, -2.431], [0.254, -1.726, -2.331], [1.633, -1.610, -2.498], [2.168, -0.294, -2.428], [1.419, 0.788, -2.957], [0.073, 0.622, -3.054], [-2.116, 1.242, -0.356], [0.808, -1.211, 1.697], [-5.472, 0.469, -0.796], [-3.024, -2.395, -3.002], [-7.455, -0.459, -1.992], [-5.132, -3.199, -4.085], [-0.566, 1.441, -3.413], [-0.208, -2.677, -2.082], [1.949, 1.710, -3.208], [2.316, -2.453, -2.514], [1.677, -0.975, 3.318], [0.934, -1.327, 4.602], [1.941, 0.094, 3.329], [2.622, -1.532, 3.249], [1.651, -1.341, 5.435], [0.173, -0.578, 4.851], [0.451, -2.310, 4.565], [-0.981, -1.425, 2.094], [-1.664, -2.713, 1.643], [-1.475, -0.563, 1.589], [-1.096, -1.279, 3.177], [-2.704, -2.690, 1.998], [-1.697, -2.794, 0.549], [-1.188, -3.617, 2.048], [1.444, -2.856, 1.173], [1.734, -3.884, 2.269], [2.370, -2.631, 0.620], [0.732, -3.260, 0.437], [1.948, -4.856, 1.804], [2.616, -3.603, 2.859], [0.895, -4.035, 2.961], [2.948, 0.040, -0.739], [-0.612, 2.409, 0.614], [-0.055, 2.241, 2.339], [0.530, 3.475, 3.021], [0.701, 1.435, 2.301], [-0.905, 1.837, 2.920], [0.617, 3.274, 4.095], [1.532, 3.719, 2.653], [-0.114, 4.353, 2.907], [0.690, 3.090, -0.466], [1.295, 4.453, -0.143], [0.214, 3.143, -1.456], [1.461, 2.302, -0.523], [1.978, 4.720, -0.961], [0.534, 5.243, -0.078], [1.886, 4.443, 0.778], [-2.140, 3.372, 0.362], [-2.576, 4.085, 1.661], [-3.027, 2.685, 0.055], [-1.971, 4.092, -0.447], [-3.565, 4.524, 1.491], [-2.680, 3.379, 2.495], [-1.886, 4.895, 1.937], [5.114, -2.064, -2.599], [5.142, -0.615, -2.969], [3.871, -0.304, -3.602], [4.545, -2.214, -1.683], [6.124, -2.417, -2.403], [4.671, -2.676, -3.385], [5.222, 0.028, -2.092], [5.942, -0.388, -3.678], [3.936, 0.575, -4.010]],
  "mulliken_spin": [0.132, -0.124, 0.151, -0.001, 0.823, -0.005, 0.431, 0.062, 0.183, -0.031, 0.211, 0.090, 0.137, -0.004, 1.312, 0.600, 0.005, 0.018, 0.027, 0.027, 0.008, 0.002, 0.000, 0.006, 0.036, 0.033, 0.005, 0.004, 0.007, 0.000, -0.002, 0.079, 0.012, 0.021, 0.010, 0.008, 0.005, -0.002, 0.054, 0.047, -0.001, -0.008, 0.010, -0.001, -0.004, 0.100, 0.245, 0.025, 0.024, 0.025, 0.010, 0.000, 0.001, -0.004, 0.032, 0.026, -0.003, -0.019, 0.000, 0.000, -0.001, -0.022, 0.045, 0.036, -0.002, 0.012, -0.007, 0.003, 0.002, 0.001, 0.092, 0.000, 0.001, -0.001, 0.003, 0.006, -0.004]
}

3.
{
  "formula": "C27H44BrMnNOP2S",
  "method": "wB97M-V/def2-TZVPD",
  "homo_energy_ev": [-19.18, -19.00],
  "total_charge": 4,
  "energy_ha": -5989.380915,
  "multiplicity": 4,
  "lumo_ha": [-0.506, -0.514],
  "homo_lumo_gap_ev": [5.42, 5.01],
  "elements": ["C", "C", "C", "C", "N", "C", "C", "C", "C", "C", "C", "C", "C", "C", "Mn", "P", "H", "H", "H", "H", "H", "H", "H", "H", "C", "C", "H", "H", "H", "H", "H", "C", "C", "H", "H", "H", "H", "H", "C", "C", "H", "H", "H", "H", "H", "Br", "P", "C", "C", "H", "H", "H", "H", "H", "C", "C", "H", "H", "H", "H", "H", "C", "C", "H", "H", "H", "H", "H", "C", "S", "C", "O", "H", "H", "H", "H", "H", "H"],
  "xyz": [[-0.774, 7.218, -3.565], [-0.960, 5.855, -3.853], [-1.264, 5.471, -5.169], [-1.359, 6.478, -6.145], [-1.176, 7.760, -5.863], [-0.893, 8.136, -4.623], [-0.839, 4.866, -2.828], [-0.780, 3.991, -1.982], [-0.668, 3.046, -0.976], [0.430, 3.194, -0.099], [0.563, 2.278, 0.934], [-0.432, 1.292, 0.986], [-1.501, 1.086, 0.117], [-1.643, 2.015, -0.894], [0.053, -0.141, 2.102], [2.024, -1.150, 1.519], [-1.422, 4.436, -5.452], [-0.541, 7.580, -2.569], [-1.589, 6.216, -7.176], [-0.751, 9.199, -4.441], [-2.467, 2.002, -1.617], [1.134, 4.024, -0.228], [-2.186, 0.240, 0.272], [1.375, 2.311, 1.656], [2.259, -2.759, 2.328], [3.201, -3.709, 1.590], [1.258, -3.210, 2.439], [2.623, -2.558, 3.349], [3.386, -4.589, 2.217], [2.764, -4.064, 0.648], [4.174, -3.249, 1.372], [1.715, -1.341, -0.276], [2.717, -0.632, -1.176], [0.698, -0.949, -0.468], [1.676, -2.421, -0.483], [2.444, -0.825, -2.220], [2.703, 0.456, -1.027], [3.740, -0.998, -1.025], [3.410, -0.020, 1.857], [4.785, -0.676, 1.830], [3.218, 0.434, 2.843], [3.353, 0.803, 1.128], [5.549, 0.096, 1.978], [4.900, -1.410, 2.637], [4.998, -1.168, 0.873], [-1.888, -1.389, 2.555], [-2.649, -3.403, -1.478], [-0.822, -3.584, -1.431], [-0.404, -5.046, -1.650], [-0.470, -3.203, -0.459], [-0.418, -2.947, -2.234], [0.658, -5.106, -1.918], [-0.554, -5.650, -0.745], [-0.976, -5.513, -2.464], [-3.185, -3.276, 0.265], [-4.605, -3.800, 0.485], [-3.104, -2.216, 0.550], [-2.465, -3.834, 0.882], [-4.782, -3.964, 1.553], [-5.355, -3.084, 0.128], [-4.761, -4.754, -0.036], [-2.956, -1.753, -2.227], [-3.213, -1.855, -3.743], [-2.093, -1.104, -2.011], [-3.847, -1.341, -1.727], [-3.665, -0.924, -4.110], [-2.282, -2.017, -4.302], [-3.903, -2.677, -3.984], [-0.503, 1.235, 6.015], [1.037, 1.558, 5.148], [2.076, 0.305, 5.922], [0.786, 1.003, 3.729], [-0.354, 0.444, 6.758], [-1.241, 0.938, 5.264], [-0.809, 2.154, 6.526], [1.536, -0.158, 6.754], [2.326, -0.435, 5.157], [2.978, 0.785, 6.312]],
  "mulliken_spin": [0.141, 0.143, 0.083, -0.040, 0.228, -0.052, 0.056, 0.276, -0.012, 0.068, -0.016, -0.189, -0.047, 0.078, 1.663, -0.188, -0.002, -0.002, 0.000, 0.001, 0.000, 0.001, -0.020, -0.008, 0.000, -0.012, -0.002, 0.001, -0.002, 0.001, 0.001, 0.005, -0.003, -0.020, -0.003, -0.003, 0.001, 0.001, -0.019, -0.014, -0.002, 0.003, -0.003, 0.000, 0.001, -0.058, 0.664, 0.062, 0.017, 0.030, -0.006, 0.001, -0.001, -0.002, 0.059, 0.015, 0.049, -0.003, 0.001, -0.001, -0.002, 0.067, 0.014, 0.034, -0.009, 0.001, 0.000, -0.003, -0.001, -0.012, 0.001, -0.010, 0.000, 0.000, 0.000, 0.000, 0.000, 0.000]
}